Here is a molecular structure, C22H21ClCoF3NO5S2 at a distorted geometry from the OMol25 dataset. Energies are from ωB97M-V/def2-TZVPD.

XYZ file:
```
56
Properties=species:S:1:pos:R:3:forces:R:3:mulliken_charge:R:1
Co 0.345133 -1.496833 -0.177988 -0.1303 0.3213 0.6645 0.767
F 5.254585 -1.019689 3.517522 -0.4807 0.0491 0.1343 -0.281
C 3.949166 -1.049944 3.199907 0.0168 0.0194 0.0997 0.637
F 3.322266 -1.907859 4.029731 0.2629 0.3681 -0.1100 -0.209
F 3.430452 0.180792 3.408632 0.2356 -0.3891 0.1245 -0.208
C 3.761600 -1.459490 1.770065 0.5299 -0.0558 -0.1234 -0.222
C 4.831302 -1.828511 0.978325 -0.0015 0.0279 0.1426 -0.118
C 4.618855 -2.201295 -0.345504 0.1516 -0.0059 0.0131 -0.899
C 3.343402 -2.146530 -0.844115 -0.4287 0.0329 -0.2765 -0.293
N 2.317008 -1.765043 -0.070768 -0.7696 0.1896 -0.8461 -0.006
C 2.496518 -1.461625 1.203955 -0.0604 0.1838 0.6081 0.952
S 0.968245 -1.117620 1.950502 -0.0623 -0.2483 -0.7756 -0.396
H 5.829498 -1.823800 1.396716 -0.0346 -0.0409 -0.0267 0.546
H 5.436201 -2.519715 -0.975310 -0.0195 0.0226 -0.0037 0.423
H 3.117395 -2.403862 -1.872009 -0.0295 0.0074 0.0928 0.478
C -1.541686 1.611476 -1.881875 -0.2235 0.0232 -0.0962 -0.916
S -0.479357 1.576920 -0.453965 0.0420 -0.5107 0.2115 0.639
O 0.412307 0.343448 -0.698498 0.3047 0.3938 -0.1101 -0.553
C 0.567292 2.948054 -0.780369 0.0003 0.1956 0.1980 0.389
C 0.745540 3.830394 0.278203 0.0044 0.0135 0.0103 -0.367
C 1.561721 4.939241 0.100927 0.0550 0.1315 0.0154 -0.673
C 2.184886 5.148802 -1.121940 -0.0111 -0.1127 -0.0201 -0.424
C 1.995553 4.253173 -2.175763 0.0658 0.0833 -0.0050 -0.783
C 1.187968 3.143078 -2.008363 0.0698 -0.0029 -0.0880 -0.308
H -2.273279 2.415306 -1.740162 0.1578 -0.1454 -0.0415 0.449
H -2.045383 0.642247 -1.915742 -0.0165 0.1101 0.0254 0.132
H -0.955133 1.775508 -2.786181 -0.1069 -0.0559 0.0844 0.487
H 0.253019 3.650907 1.229773 0.0547 0.0116 -0.1158 0.424
H 1.705699 5.639645 0.917935 0.0035 -0.1068 -0.1219 0.398
H 2.834629 6.005680 -1.257779 -0.0927 -0.0342 -0.0008 0.403
H 2.474499 4.426108 -3.133845 -0.0079 -0.0105 0.1366 0.397
H 1.058509 2.437943 -2.823220 0.0170 0.0763 0.1021 0.294
C -2.754602 0.666122 2.302592 -0.1629 -0.2404 -0.2551 -1.616
C -3.268468 0.093709 0.991350 0.1511 0.1627 0.5313 1.141
C -4.391122 0.652277 0.386543 -0.0168 0.2618 0.1763 -0.722
C -4.966740 0.071092 -0.726667 -0.0777 0.1122 0.0048 0.162
Cl -6.372766 0.787414 -1.436612 0.0423 -0.0045 -0.0001 -0.199
C -4.439175 -1.086358 -1.263239 0.0557 -0.2798 -0.2324 -0.938
C -3.309565 -1.646021 -0.687886 0.0681 -0.2020 -0.4578 -0.016
C -2.724585 -1.046655 0.408694 -0.1790 0.0265 0.1832 0.303
O -1.571447 -1.592812 0.986199 0.3795 -1.0012 -0.9951 -0.153
C -1.607038 -3.061342 1.207785 -0.2335 0.3717 0.5758 -0.580
C -0.958526 -3.878913 0.120638 0.0839 0.2324 -0.5804 0.421
O -1.408383 -4.942731 -0.238934 0.4953 0.5993 0.2084 -0.619
O 0.113395 -3.281638 -0.382582 -0.1082 -1.1280 0.4717 -0.592
H -2.755535 1.754117 2.287127 0.0266 0.0399 -0.0642 0.437
H -1.757090 0.310702 2.545659 0.0542 0.0450 -0.0522 0.153
H -3.418620 0.356075 3.114844 0.0419 0.0058 -0.0693 0.425
H -4.842244 1.545200 0.813003 0.0750 -0.1447 -0.0355 0.480
H -4.903895 -1.548909 -2.123968 0.0169 0.0090 0.0359 0.463
H -2.879964 -2.550297 -1.118694 -0.1642 0.1651 0.1333 0.364
H -2.620074 -3.411228 1.351198 -0.2687 0.2418 0.0866 0.439
H -1.019621 -3.216755 2.108670 -0.0544 0.0370 0.1842 0.476
O -0.449657 -1.672721 -2.266779 0.2079 -0.0141 0.2200 -0.618
H -0.598327 -2.630113 -2.351289 0.1762 0.1285 0.0078 0.326
H 0.195656 -1.437129 -2.946465 -0.1056 0.0342 0.0214 0.305
```
Positions in Å, forces in eV/Å.

Values from the calculation:
Gap between HOMO and LUMO (alpha / beta): 7.5 / 7.5 eV
HOMO (alpha / beta): -11.800 / -11.800 eV
Total charge: +1